The following is a DFT calculation (the ωB97M-V functional and the def2-TZVPD basis) of a 10-piece molecular cluster, C48H102F9N5O8 overall in a non-equilibrium geometry.

Computed properties:
total charge	0
SMILES	CCOC(=O)C(F)(F)F.CCOC(=O)C(F)(F)F.CCOC(=O)C(F)(F)F.CCN(CC)CC.CCN(CC)CC.CCN(CC)CC.CCN(CC)CC.CCN(CC)CC.CC(C)=O.CC(C)=O
LUMO energy	0.135	eV
gap between HOMO and LUMO	0.290	Ha
HOMO	-7.7	eV
energy relative to the best compared isomer or geometry (same formula, charge and spin)	121.3	kJ/mol

CARTESIAN COORDINATES (ANGSTROEM)
C -3.7857 -1.2799 0.4412
C -2.7981 -2.1908 -0.2101
O -1.4339 -1.6702 -0.0803
C -0.3761 -2.4225 -0.4889
O -0.4373 -3.6607 -0.7417
C 1.0064 -1.6967 -0.4343
F 0.9012 -0.4160 -0.1306
F 1.7674 -2.3083 0.4700
F 1.5980 -1.8090 -1.6161
H -4.0185 -0.3358 -0.0515
H -3.4413 -0.9260 1.4129
H -4.7194 -1.8110 0.6259
H -2.9931 -2.3964 -1.2626
H -2.8424 -3.1603 0.2862
C -7.0475 -8.0512 -0.4178
C -8.4929 -7.8619 -0.9599
O -9.4679 -7.7125 0.1231
C -10.0362 -8.7254 0.7958
O -9.7719 -9.9146 0.5987
C -10.9745 -8.3002 1.9318
F -11.1543 -6.9318 2.0349
F -12.1347 -8.8336 1.7163
F -10.4790 -8.7198 3.0787
H -6.2528 -7.7492 -1.0999
H -6.7816 -9.0475 -0.0645
H -6.8792 -7.2659 0.3192
H -8.7678 -8.7525 -1.5250
H -8.6449 -7.0472 -1.6680
C -5.7437 -11.1149 6.2350
C -6.3116 -9.9246 5.5361
O -5.4251 -8.8020 5.7831
C -5.8204 -7.5358 5.3995
O -6.9012 -7.3574 4.8832
C -4.9113 -6.4144 5.8796
F -4.0261 -6.8070 6.8147
F -4.2775 -5.9698 4.7972
F -5.6041 -5.4211 6.3284
H -6.5502 -11.8109 6.4655
H -5.1624 -10.9052 7.1329
H -5.0802 -11.5385 5.4810
H -7.2768 -9.6469 5.9597
H -6.3835 -10.1384 4.4697
C -0.6633 0.6664 8.5387
C -0.0365 1.3135 7.2419
N -0.1643 0.5443 6.0394
C 0.4791 -0.8178 6.0459
C 1.9973 -0.7839 6.1172
C 0.2913 1.2579 4.7978
C -0.5046 2.5319 4.6347
H -0.4588 1.2370 9.4446
H -0.3810 -0.3641 8.7542
H -1.7428 0.5871 8.4106
H -0.6414 2.2075 7.0903
H 0.9963 1.5479 7.4996
H 0.0415 -1.3845 6.8678
H 0.2198 -1.2077 5.0616
H 2.4811 -0.3414 5.2465
H 2.2695 -0.1709 6.9765
H 2.3869 -1.7977 6.2105
H 0.1934 0.7096 3.8608
H 1.3556 1.4922 4.7747
H -0.3081 3.0113 3.6757
H -0.4261 3.2694 5.4335
H -1.5826 2.3726 4.6615
C 2.4252 -0.1076 -12.2477
C 2.7814 0.9900 -11.2106
N 3.2846 0.5604 -9.8656
C 3.7516 1.6990 -9.0960
C 2.7143 2.6811 -8.6437
C 2.3059 -0.3079 -9.1498
C 2.8321 -0.7824 -7.7564
H 2.0491 0.3910 -13.1410
H 1.6038 -0.6856 -11.8243
H 3.2755 -0.7777 -12.3743
H 3.4413 1.6890 -11.7246
H 1.8511 1.5375 -11.0592
H 4.3393 1.4305 -8.2181
H 4.4412 2.3083 -9.6803
H 3.1467 3.5216 -8.1008
H 2.0488 3.0417 -9.4280
H 2.0939 2.1570 -7.9168
H 2.1293 -1.1790 -9.7807
H 1.3661 0.2433 -9.1183
H 2.8988 -0.0187 -6.9816
H 3.8704 -1.1054 -7.8325
H 2.1687 -1.5410 -7.3410
C -3.5594 5.5623 -1.8481
C -2.3683 4.6584 -2.1829
N -2.0829 4.3875 -3.5937
C -1.6401 5.4991 -4.4130
C -0.3524 6.2461 -3.8747
C -3.2352 3.6795 -4.1870
C -3.0563 3.1154 -5.6252
H -3.6250 5.7776 -0.7816
H -4.4690 5.0317 -2.1298
H -3.4661 6.4876 -2.4166
H -1.4895 5.0404 -1.6634
H -2.5462 3.6934 -1.7082
H -1.3903 5.0646 -5.3809
H -2.3909 6.2811 -4.5263
H -0.6321 6.9885 -3.1273
H 0.3654 5.5175 -3.4977
H 0.1074 6.7543 -4.7223
H -4.1635 4.2508 -4.1972
H -3.3623 2.7963 -3.5610
H -3.0476 3.9108 -6.3705
H -3.9645 2.5508 -5.8361
H -2.1587 2.5020 -5.7032
C 10.2192 5.1251 -1.5492
C 9.0296 4.4487 -2.2132
N 8.2254 5.1672 -3.1558
C 7.0572 4.4680 -3.6582
C 6.1371 3.9013 -2.5387
C 8.9107 6.0133 -4.1756
C 9.7852 5.0990 -5.1335
H 9.8205 5.9589 -0.9713
H 10.9448 5.5504 -2.2426
H 10.7725 4.5140 -0.8360
H 9.3890 3.5102 -2.6352
H 8.3979 4.1766 -1.3675
H 7.4542 3.7281 -4.3532
H 6.5668 5.2633 -4.2196
H 6.6170 3.1452 -1.9172
H 5.3171 3.3242 -2.9661
H 5.6307 4.6388 -1.9160
H 8.2003 6.5810 -4.7765
H 9.5843 6.7191 -3.6896
H 9.1037 4.5719 -5.8012
H 10.4445 5.7477 -5.7102
H 10.3364 4.3623 -4.5490
C -5.9305 6.9664 5.7813
C -5.3918 6.1530 6.9536
N -6.2795 5.4839 7.8623
C -5.5145 5.0699 9.0922
C -6.4291 4.5959 10.2048
C -7.0465 4.4252 7.2295
C -6.2297 3.3540 6.5046
H -6.1220 6.3781 4.8839
H -5.1496 7.6708 5.4950
H -6.8687 7.4766 5.9997
H -4.7053 5.4486 6.4838
H -4.7528 6.9061 7.4148
H -4.8689 4.2470 8.7855
H -4.9877 5.9429 9.4774
H -5.9129 4.5138 11.1613
H -7.1587 5.4023 10.2788
H -6.9178 3.6483 9.9782
H -7.7055 4.9834 6.5645
H -7.6562 4.0161 8.0351
H -5.9554 3.6595 5.4948
H -6.8226 2.4419 6.4360
H -5.2629 3.0906 6.9336
C 6.9745 -5.9541 0.4122
C 6.7340 -6.7492 1.6677
C 5.6279 -7.7572 1.6174
O 7.3612 -6.5122 2.7245
H 6.6106 -6.4318 -0.4975
H 8.0583 -5.8771 0.3248
H 6.6358 -4.9180 0.4086
H 5.3328 -7.9324 2.6519
H 5.9915 -8.6406 1.0925
H 4.6864 -7.4289 1.1769
C 10.4607 -3.2720 -3.8542
C 9.8398 -2.0388 -3.1578
C 8.5492 -1.4014 -3.6319
O 10.2244 -1.6352 -2.0710
H 10.4192 -3.1910 -4.9404
H 9.8784 -4.1065 -3.4635
H 11.4770 -3.3081 -3.4618
H 7.9493 -0.8413 -2.9146
H 7.8858 -2.1418 -4.0787
H 8.8661 -0.7886 -4.4758

Forces on the atoms, in the same order (eV/Å):
-0.212 1.043 0.662
0.632 -0.993 -0.067
1.293 -0.102 -0.832
-2.038 -4.208 0.378
0.334 4.887 0.560
-0.891 -0.559 -0.124
-0.001 0.334 0.172
0.084 0.065 0.198
0.165 0.021 -0.348
0.094 -0.248 -0.607
0.228 -0.416 0.201
0.023 -0.054 -0.170
0.050 0.266 -0.063
0.243 -0.028 0.057
-0.281 1.384 -0.103
0.439 -2.005 0.085
-0.581 0.636 0.564
2.834 -2.189 -1.982
-1.033 2.620 0.635
0.734 2.172 -0.269
0.351 -1.446 -0.260
-1.512 -0.669 -0.014
0.123 -0.193 0.496
-0.391 -0.289 -0.820
-0.499 0.150 0.194
-0.201 -0.388 0.710
-0.102 -0.153 0.100
0.132 0.370 0.684
0.577 -0.504 -0.543
-0.572 1.152 0.594
0.798 1.872 -0.519
-2.711 -3.463 0.672
1.549 0.603 0.150
0.923 -0.975 -0.506
-0.314 0.192 -0.524
0.969 0.096 -0.449
-1.020 1.089 1.024
0.158 -0.104 -0.037
-0.242 0.214 -0.035
0.230 -0.623 0.482
-0.143 0.055 -0.343
-0.212 0.399 0.008
-0.295 -0.355 -1.007
-0.631 -0.380 1.598
0.727 -1.611 -1.902
-0.314 1.532 -0.562
0.027 0.057 0.442
-0.601 0.772 1.079
-0.834 0.742 -0.175
0.090 0.239 -0.238
0.521 0.018 -0.188
-0.139 0.261 0.006
0.511 0.230 0.143
0.320 0.469 -0.141
0.069 -0.192 -0.250
-0.384 -0.545 0.265
-0.233 0.000 -0.091
0.402 -0.250 0.146
0.101 0.048 0.228
-0.570 -0.790 0.388
0.343 0.211 0.546
0.225 0.110 0.063
0.783 0.056 -0.114
-0.134 -0.624 -0.250
0.065 0.195 1.757
-0.589 -0.382 0.266
0.242 -0.584 -0.996
0.664 0.884 -0.378
-1.187 -0.175 0.944
1.158 0.623 0.044
-0.254 0.661 -0.542
0.363 -0.248 -0.148
-0.066 -0.212 -0.258
-0.057 0.087 -0.507
0.502 -0.007 0.566
-0.338 0.340 0.003
-0.056 -0.577 -0.027
0.319 -0.488 -0.526
0.123 0.074 -0.205
0.187 0.096 -0.074
-0.400 0.187 0.146
0.097 -0.050 0.111
-0.467 -0.091 0.522
-0.376 0.447 -0.228
-0.161 -0.537 -0.277
0.231 -0.240 -0.185
0.114 -0.356 -0.557
0.217 -0.040 0.537
-0.687 -0.195 -0.046
1.381 0.550 0.652
-1.121 -0.903 -0.634
0.867 -0.767 -0.610
-0.180 0.815 0.731
0.168 0.045 -0.043
-0.194 0.328 -0.036
-0.278 0.155 0.133
0.275 0.133 -0.352
-0.001 -0.204 -0.045
-0.136 0.254 -0.080
-0.452 0.067 -0.324
0.219 -0.132 0.124
-0.022 0.107 0.203
-0.009 0.131 0.073
-0.142 0.296 0.202
-0.338 0.055 0.224
0.258 0.016 -0.025
0.178 -0.328 -0.033
-0.108 -0.037 -0.093
-0.212 1.310 -0.176
0.471 -0.954 0.561
0.129 2.522 0.297
0.464 0.658 0.884
-0.104 -0.579 -0.876
0.951 -2.222 0.203
-1.091 1.046 0.516
0.129 0.257 0.068
0.034 -0.111 -0.146
-0.290 -0.414 -0.232
0.092 -0.571 -0.250
-0.207 -0.193 -0.147
-0.701 -0.766 -0.192
-0.576 -0.422 -0.212
0.317 0.318 0.119
-0.080 0.089 -0.472
0.519 0.297 -0.012
-0.206 -0.089 0.235
-0.176 0.019 0.190
0.201 -0.083 -0.162
0.156 -0.282 -0.105
0.175 0.160 -0.095
-0.783 -0.359 -0.457
0.874 0.573 -0.945
0.589 0.913 1.464
-0.944 -0.416 -1.045
-0.284 0.497 -0.254
0.425 0.603 0.576
-0.130 -0.221 -0.486
-0.084 -0.266 0.006
-0.204 0.199 0.030
0.137 0.277 0.197
0.511 -0.360 0.066
-0.095 -0.439 0.999
0.769 0.121 0.261
0.325 -0.137 -0.406
0.109 -0.076 -0.106
-0.413 -0.258 0.345
-0.040 0.070 0.106
-0.232 -0.528 -0.330
-0.141 -0.278 -0.305
-0.279 0.070 -0.157
0.077 -0.063 -0.127
-0.173 0.069 0.565
1.209 -0.118 -0.463
0.427 1.652 2.272
-0.343 -0.063 0.981
-1.437 -0.788 -2.822
-0.192 -0.109 0.158
0.137 0.075 -0.132
-0.350 -0.125 0.476
0.379 -0.677 0.018
-0.194 -0.193 0.155
0.363 0.351 -0.643
-0.206 1.638 0.759
-1.202 0.204 2.187
0.079 -0.721 -1.567
0.852 -0.645 -0.913
-0.009 -0.232 0.102
0.068 -0.192 -0.290
-0.006 -0.304 -0.285
0.732 0.023 0.208
0.003 -0.218 -0.101
-0.317 0.456 -0.100

Mulliken atomic charge list, values in e, 5 entries: -1.163 -0.186 -0.168 0.342 -0.563



The following is a DFT calculation (the ωB97M-V functional and the def2-TZVPD basis) of C24H46FN2O9S3 as an isolated structure in a non-equilibrium geometry.

Computed properties:
total charge	+1
LUMO energy	-4.091	eV
gap between HOMO and LUMO	0.272	Ha
HOMO	-11.5	eV
energy relative to the best compared isomer or geometry (same formula, charge and spin)	99.7	kJ/mol

CARTESIAN COORDINATES (ANGSTROEM)
C -0.2607 -3.2891 2.0915
C 0.3893 -2.6951 3.2595
O 0.9723 -3.3511 4.1555
N 0.3823 -1.2041 3.3155
H 0.3003 -0.9151 2.3365
H -0.6237 -1.0421 3.7485
C 1.4343 -0.4511 3.9855
H 0.3913 -3.8881 1.3625
H -1.0557 -2.7671 1.5765
H -0.7577 -4.0891 2.6195
H 1.3083 -0.4771 4.8225
H 1.3763 0.6289 3.7695
H 2.2243 -1.1321 3.7885
C -1.8637 2.7119 3.2995
C -2.8727 2.0049 2.5755
O -3.9497 2.4999 2.2995
N -2.7887 0.5179 2.2665
H -1.8287 0.3959 1.9365
H -2.6117 0.1349 3.3485
C -3.9287 -0.0551 1.6315
H -0.9877 1.9719 3.1415
H -2.2337 2.8109 4.3745
H -1.4697 3.6209 2.6585
H -3.4917 -0.9331 1.4345
H -3.8297 0.4929 0.6945
H -4.9937 0.1859 2.2795
O -0.5197 -0.0831 1.1065
H -0.4947 0.3059 0.2645
F -1.6697 -4.2921 -5.0865
C -1.7837 -4.1031 -3.7845
C -1.6307 -2.8681 -3.2655
C -1.8157 -2.6831 -1.8605
C -2.1697 -3.7031 -1.0325
C -2.3807 -5.0161 -1.5845
C -2.1607 -5.2181 -2.9855
H -1.6537 -1.9801 -3.9385
H -1.6767 -1.5491 -1.5075
H -2.3057 -3.4611 -0.0095
H -2.8427 -5.7841 -1.1355
H -2.0637 -6.2251 -3.3565
C 2.4023 4.7419 1.2115
C 1.3953 3.6139 1.5225
C 1.9333 2.3849 0.9375
S 3.6813 2.4209 1.2205
O 4.5473 2.0959 0.1625
O 3.9033 1.8049 2.5035
C 3.7633 4.1369 1.4435
H 2.2103 5.7039 1.6945
H 2.2653 4.8039 0.0785
H 0.3193 4.0909 1.2555
H 1.4923 3.3799 2.4865
H 1.7813 2.3509 0.0185
H 1.5443 1.5059 1.4815
H 4.6513 4.5629 0.8385
H 3.9413 4.2349 2.5985
C -3.1767 2.0509 -2.2985
C -3.5097 1.4659 -3.6625
C -2.3757 1.6319 -4.3735
S -0.9497 1.5389 -3.4245
O -0.1197 2.5869 -3.7565
O -0.4287 0.2649 -3.4045
C -1.7257 1.7789 -1.9495
H -3.8997 1.9339 -1.5115
H -3.1567 3.2059 -2.4505
H -4.2587 1.9329 -4.1955
H -3.8727 0.4279 -3.5675
H -2.1957 2.6269 -4.7535
H -2.2527 1.0029 -5.1835
H -1.1837 2.6299 -1.4295
H -1.5697 0.9269 -1.3015
C 2.5353 -1.6581 -1.9965
C 3.7543 -0.6611 -1.9785
C 4.6553 -1.0941 -1.0975
S 3.6513 -1.8151 0.1675
O 3.4673 -0.8701 1.2325
O 4.3283 -3.0821 0.4105
C 2.1403 -2.2221 -0.6675
H 2.9023 -2.4801 -2.5255
H 1.9003 -1.2761 -2.7515
H 3.2673 0.1309 -1.8485
H 4.2983 -0.6581 -2.9235
H 5.1873 -0.1841 -0.7535
H 5.4433 -1.8661 -1.2545
H 1.2513 -1.6601 -0.1055
H 2.0023 -3.4661 -0.6975

Forces on the atoms, in the same order (eV/Å):
-0.390 -2.119 -0.626
4.020 -2.408 3.284
-2.350 3.065 -3.300
-4.096 -0.312 1.026
-0.495 1.018 -1.440
2.445 0.012 -1.106
1.820 0.370 -14.616
-0.452 1.389 1.083
0.426 0.729 -0.154
-0.493 -0.765 -0.109
-2.680 -0.954 17.096
0.755 -0.753 -1.055
1.999 0.858 -0.521
3.878 -0.650 -0.626
-5.679 0.818 -1.394
1.652 -0.768 -0.049
1.039 2.268 8.052
2.152 -1.285 -2.621
-0.934 0.842 -3.187
-2.816 4.051 0.842
-0.534 1.308 1.246
0.961 0.411 -1.477
-1.313 -1.378 1.866
-0.175 -4.449 -0.737
-1.351 -0.117 -0.365
3.341 -1.201 -2.218
-0.683 -0.681 2.739
0.369 0.671 -1.662
0.190 -0.112 -0.906
-0.649 -1.969 1.164
-1.018 2.060 0.861
0.871 3.118 -1.328
-0.329 -1.704 -0.911
1.593 3.819 -3.723
1.018 1.381 1.871
0.731 -0.834 0.639
-0.341 -2.797 -0.471
-0.343 -0.250 0.859
-1.059 -2.622 2.308
-0.619 -0.075 -0.361
-0.585 -0.730 -2.866
-1.748 3.850 -2.008
0.383 -1.772 6.143
0.027 0.271 2.621
0.669 -1.091 -2.348
-0.316 -0.200 0.174
1.965 2.546 2.377
0.105 -0.307 -0.126
0.290 0.769 1.235
2.237 -1.904 0.431
-0.563 -0.058 4.553
-1.381 -0.816 -8.450
0.235 0.120 -0.743
-1.572 -0.627 1.098
0.252 -0.057 -2.134
-0.394 3.893 0.046
-4.019 -2.414 4.415
5.052 1.619 -3.886
-1.799 -0.156 -0.070
2.882 3.826 -0.988
2.085 -5.271 -0.078
-0.240 1.322 3.501
-0.191 -0.511 0.353
-0.391 -1.662 0.126
-2.155 1.324 -0.451
0.485 0.068 0.005
-0.705 0.624 -0.368
0.364 -1.425 -1.859
-0.931 -0.734 -0.577
-0.100 -0.498 -0.124
1.104 -0.129 -2.392
-1.932 -5.637 -7.236
5.220 -0.448 6.094
2.787 -2.397 1.915
-1.032 0.371 0.725
-0.686 0.254 0.683
-2.337 -0.708 1.088
0.788 -1.718 -0.857
-1.859 0.546 0.116
-2.693 7.439 1.553
-0.932 0.328 -0.758
-0.005 -0.724 0.826
-0.981 0.425 -0.771
1.797 -1.281 -1.236
0.366 3.693 0.278

Mulliken atomic charge list, values in e, 5 entries: -0.642 0.641 -0.527 0.526 -0.531